DFT (the ωB97M-V functional and the def2-TZVPD basis) results for the ion C5H9NO with charge +1 at a distorted geometry.

Summary:
Spin multiplicity: 2
<S²>: 0.76
Maximum force: 2.28 eV/A
HOMO-LUMO gap (spin up / spin down): 8.86 / 5.28 eV
Net charge: +1
Relative energy (zero: lowest compared OMol25 entry of this formula, charge and spin): 47.1 kcal/mol
Molar mass: 99.13 Da
Total energy: -325.54049 Ha

Geometry (Å):
O (-0.260, -1.871, -1.972)
N (1.010, 0.343, 3.009)
C (0.992, 0.855, 1.719)
C (-1.309, 0.084, -1.190)
C (0.222, 0.243, 0.768)
C (-0.633, -0.759, -2.220)
C (-0.152, 0.890, -0.561)
H (-0.122, -0.156, -3.038)
H (-0.377, 1.956, -0.341)
H (1.790, 0.653, 3.593)
H (-0.077, -0.785, 0.919)
H (-1.728, -0.500, -0.351)
H (0.192, 0.636, 3.547)
H (1.577, 1.761, 1.586)
H (-2.034, 0.790, -1.623)
H (0.789, 0.872, -1.128)


DFT (the ωB97M-V functional and the def2-TZVPD basis) results for the molecule C5H9NO2 at a distorted geometry.

Summary:
Maximum force: 3.94 eV/A
HOMO-LUMO gap: 9.80 eV
Structure (SMILES): CC1(C)CC(=O)N1O
Net charge: 0
Relative energy (zero: lowest compared OMol25 entry of this formula, charge and spin): 82.3 kcal/mol
Molar mass: 115.13 Da
Total energy: -401.04553 Ha

Geometry (Å):
O (-3.048, 0.348, 0.077)
O (-1.007, -2.050, 0.245)
N (-0.950, -0.707, -0.166)
C (1.002, 0.041, 1.321)
C (0.226, 0.122, -0.139)
C (-0.727, 1.323, -0.180)
C (-1.860, 0.342, -0.105)
C (1.225, -0.089, -1.251)
H (-0.664, 2.022, -1.004)
H (2.018, 0.655, -1.199)
H (0.717, 0.012, -2.211)
H (1.855, 0.714, 1.334)
H (1.661, -1.084, -1.182)
H (0.339, 0.164, 2.177)
H (1.351, -0.987, 1.378)
H (-1.900, -2.346, 0.005)
H (-0.240, 1.521, 0.901)


DFT (the ωB97M-V functional and the def2-TZVPD basis) results for a structure of composition C5H9NO2.

Summary:
Maximum force: 0.43 eV/A
HOMO-LUMO gap: 7.56 eV
Net charge: 0
Relative energy (zero: lowest compared OMol25 entry of this formula, charge and spin): 108.7 kcal/mol
Molar mass: 115.13 Da
Total energy: -401.00350 Ha

Geometry (Å):
O (-1.345, -1.990, -0.621)
O (0.052, 1.883, 0.134)
N (-0.717, -0.083, 0.427)
C (-1.640, -0.862, 0.031)
C (0.898, 0.016, -1.645)
C (-0.889, 1.305, 0.923)
C (0.809, 0.244, -0.334)
C (1.879, -0.032, 0.672)
H (0.076, 0.192, -2.322)
H (-2.150, -2.406, -0.953)
H (-0.682, 1.299, 2.009)
H (1.849, 0.693, 1.485)
H (-1.919, 1.664, 0.766)
H (2.853, 0.044, 0.188)
H (1.846, -0.301, -2.060)
H (1.773, -1.035, 1.092)
H (-2.690, -0.630, 0.208)


DFT (the ωB97M-V functional and the def2-TZVPD basis) results for a cluster of 2 separate species, C5H9NO2 in total at a distorted geometry.

Summary:
Maximum force: 8.28 eV/A
HOMO-LUMO gap: 7.07 eV
Net charge: 0
Relative energy (zero: lowest compared OMol25 entry of this formula, charge and spin): 243.6 kcal/mol
Molar mass: 115.13 Da
Total energy: -400.78855 Ha

Geometry (Å):
O (-0.060, -1.509, -0.612)
O (-1.169, 1.081, -0.038)
N (1.264, -0.211, -1.970)
C (-0.651, -0.564, 1.624)
C (0.426, -0.639, 0.345)
C (-1.757, 0.161, 0.822)
C (1.302, 0.328, -0.558)
C (0.103, 1.029, 0.224)
H (-2.297, 0.834, 1.610)
H (-0.470, 0.476, 2.386)
H (2.325, 0.067, -2.430)
H (0.556, -1.500, -1.868)
H (-2.548, -0.397, 0.149)
H (-0.710, -1.523, 2.198)
H (0.899, 1.394, 1.032)
H (2.321, 0.723, -0.260)
H (0.467, 0.252, -2.654)


DFT (the ωB97M-V functional and the def2-TZVPD basis) results for a cluster of 2 separate species, C5H9NO2 in total at a distorted geometry.

Summary:
Maximum force: 2.69 eV/A
HOMO-LUMO gap: 4.04 eV
Net charge: 0
Relative energy (zero: lowest compared OMol25 entry of this formula, charge and spin): 182.8 kcal/mol
Molar mass: 115.13 Da
Total energy: -400.88541 Ha

Geometry (Å):
O (1.134, 1.536, -1.055)
O (-0.962, -1.247, 2.638)
N (-1.241, 0.016, 0.525)
C (0.120, 1.249, -1.682)
C (-0.052, 0.132, -2.546)
C (-1.049, -1.338, 1.418)
C (0.065, -0.540, 0.567)
C (1.187, 0.048, 1.415)
H (0.317, -0.957, -0.425)
H (1.055, -0.273, 2.439)
H (-1.001, -0.161, -2.969)
H (0.895, -0.036, -3.049)
H (-0.578, 2.090, -1.802)
H (-1.638, -2.093, 0.899)
H (1.136, 1.137, 1.376)
H (-1.545, 0.702, 1.218)
H (2.156, -0.263, 1.035)


DFT (the ωB97M-V functional and the def2-TZVPD basis) results for the molecule C5H9NO2 at a distorted geometry.

Summary:
Maximum force: 4.76 eV/A
HOMO-LUMO gap: 10.23 eV
Structure (SMILES): [H]/N=C(/C)CC(=O)CO
Net charge: 0
Relative energy (zero: lowest compared OMol25 entry of this formula, charge and spin): 88.1 kcal/mol
Molar mass: 115.13 Da
Total energy: -401.03637 Ha

Geometry (Å):
O (0.960, -2.649, 0.137)
O (-1.272, -1.317, -0.608)
N (-1.219, 2.518, 0.393)
C (-0.233, -0.659, -0.505)
C (1.112, -1.395, -0.466)
C (-0.175, 0.400, 1.471)
C (-0.145, 0.767, -1.093)
C (-0.536, 1.563, 0.081)
H (1.875, -0.831, 0.086)
H (-0.915, 0.801, 2.164)
H (-0.840, 0.901, -1.926)
H (0.048, -2.926, -0.062)
H (0.826, 0.764, 1.711)
H (-0.209, -0.648, 1.772)
H (-1.594, 3.178, -0.283)
H (0.884, 1.024, -1.361)
H (1.434, -1.491, -1.511)


DFT (the ωB97M-V functional and the def2-TZVPD basis) results for a structure of composition C5H9NO2 at a distorted geometry.

Summary:
Maximum force: 5.44 eV/A
HOMO-LUMO gap: 9.82 eV
Net charge: 0
Relative energy (zero: lowest compared OMol25 entry of this formula, charge and spin): 108.4 kcal/mol
Molar mass: 115.13 Da
Total energy: -401.00397 Ha

Geometry (Å):
O (-1.439, -1.573, 0.225)
O (1.971, -1.402, -0.259)
N (-0.141, 1.587, -0.034)
C (-0.966, 0.449, 0.340)
C (-2.155, -0.312, -0.216)
C (1.165, 1.026, 0.018)
C (-0.278, -0.824, -0.067)
C (1.173, -0.496, 0.412)
H (1.772, 1.069, -0.972)
H (1.610, 1.669, 0.710)
H (-3.136, -0.163, 0.304)
H (2.887, -1.523, 0.092)
H (-2.249, -0.315, -1.348)
H (-0.120, -0.843, -1.097)
H (-0.320, 1.698, -1.096)
H (1.332, -0.601, 1.499)
H (-1.105, 0.553, 1.489)


DFT (the ωB97M-V functional and the def2-TZVPD basis) results for a cluster of 2 separate species, C5H9NO2 in total.

Summary:
Maximum force: 0.66 eV/A
HOMO-LUMO gap: 3.81 eV
Net charge: 0
Relative energy (zero: lowest compared OMol25 entry of this formula, charge and spin): 156.3 kcal/mol
Molar mass: 115.13 Da
Total energy: -400.92763 Ha

Geometry (Å):
O (-2.947, 0.127, 0.012)
O (1.904, -0.873, -0.884)
N (2.083, 0.448, 0.969)
C (-0.514, 1.698, -0.098)
C (-1.876, -0.440, -0.123)
C (-1.768, -1.856, 0.100)
C (2.533, -0.378, 0.088)
C (-0.612, 0.248, -0.535)
H (-1.402, 2.253, -0.386)
H (3.601, -0.698, 0.141)
H (0.241, -0.378, -0.146)
H (2.763, 0.596, 1.715)
H (-0.432, 1.748, 0.983)
H (-0.845, -2.370, -0.143)
H (-2.645, -2.422, 0.409)
H (-0.471, 0.154, -1.609)
H (0.386, 2.144, -0.493)